C36H20F4HgN5PS2 as an isolated structure. Source: the Open Molecules 2025 dataset; level of theory: wB97M-V/def2-TZVPD.

Computed properties:
Expectation value of S²: 0.795
Gap between HOMO and LUMO (alpha / beta) in eV: 6.878 / 4.663
Spin multiplicity: 2
Net charge: -1
Maximum force in eV/A: 0.6

Geometry (Å):
Hg1 0.05133 -0.91201 -0.45160
N1 -0.66459 1.67185 -2.49081
C1 0.49626 2.36591 -2.77823
C2 0.53573 3.22609 -3.88464
C3 1.67208 3.93986 -4.19364
C4 2.81943 3.80526 -3.41952
C5 2.81066 2.92056 -2.36061
C6 1.66921 2.18685 -2.02122
P1 1.75141 0.98818 -0.64361
C7 2.08406 1.97835 0.84501
C8 2.12573 1.27754 2.05276
C9 2.36135 1.94632 3.24201
C10 2.55571 3.32224 3.23492
C11 2.52086 4.02195 2.03824
C12 2.27848 3.35578 0.84273
C13 3.35375 0.15130 -0.93979
C14 4.57635 0.70776 -0.56881
C15 5.76279 0.06260 -0.88276
C16 5.73996 -1.15309 -1.55254
C17 4.52653 -1.72617 -1.90336
C18 3.33975 -1.07467 -1.60135
H1 -1.44051 1.86397 -3.10450
H2 -0.96748 1.65677 -1.52761
H3 -0.36123 3.34036 -4.48205
H4 1.66243 4.62038 -5.03576
H5 3.70818 4.38041 -3.64240
H6 3.71828 2.78145 -1.79054
H7 1.96192 0.20512 2.05582
H8 2.38575 1.39636 4.17439
H9 2.72227 3.85000 4.16605
H10 2.66391 5.09542 2.03033
H11 2.21913 3.91878 -0.07920
H12 4.60469 1.63816 -0.01423
H13 6.70836 0.50930 -0.60132
H14 6.66732 -1.65739 -1.79307
H15 4.49984 -2.68454 -2.40566
H16 2.39522 -1.53149 -1.87678
S1 -2.19345 -0.87647 -1.50096
C19 -2.72647 -2.29149 -0.58457
C20 -4.08936 -2.39996 -0.28777
C21 -4.59748 -3.45791 0.44404
C22 -3.73798 -4.45068 0.89689
C23 -2.38926 -4.37075 0.60258
C24 -1.85416 -3.31029 -0.13622
S2 -0.10951 -3.36259 -0.44584
H17 -4.74934 -1.61919 -0.64580
H18 -5.65626 -3.49944 0.66992
H19 -4.11528 -5.27803 1.48618
H20 -1.71110 -5.13997 0.95129
F1 -0.97761 3.70178 5.22920
C25 -1.01105 3.87935 3.90812
C26 -0.94841 5.15542 3.44142
F2 -0.84913 6.13737 4.33883
C27 -0.92462 5.48288 2.06218
C28 -1.00509 4.34552 1.22066
C29 -1.06420 3.07271 1.68962
F3 -1.14474 2.09608 0.77703
C30 -1.05085 2.73927 3.06577
C31 -1.04116 1.41110 3.55521
C32 -0.75768 0.29986 2.71951
N2 -0.52291 -0.60484 2.03690
C33 -1.28464 1.08525 4.91684
N3 -1.50853 0.78232 6.00704
F4 -1.01024 4.50858 -0.10410
C34 -0.78201 6.79548 1.57284
C35 -0.54425 7.08971 0.20092
N4 -0.29968 7.37615 -0.88946
C36 -0.78896 7.94914 2.40506
N5 -0.79466 8.92587 3.01839

These are the Löwdin partial charges, in e, on atoms 1 to 4:
1 Hg 0.5686
2 N 0.0661
3 C -0.3134
4 C -0.0304